The following is a quantum chemistry calculation of a molecular structure, C21H59BrClN2NbO9PS5 in a non-equilibrium geometry, from the Open Molecules 2025 dataset.

Last column: Mulliken charge in e.
Element x y z (Å)
C (2.775, -2.761, 4.389)  -1.38
C (3.119, -1.757, 3.264)  -0.10
C (2.053, -0.630, 3.136)  0.07
Cl (0.430, -1.440, 3.177)  -0.19
Nb (2.481, 0.538, 1.251)  -0.39
N (4.441, -0.275, 1.059)  -0.75
Br (2.855, 1.975, -1.002)  -0.58
C (3.467, 2.306, 2.241)  -1.01
C (3.427, 2.324, 3.781)  -0.68
C (2.118, 2.877, 4.366)  -0.58
N (1.344, 1.902, 5.156)  -0.52
C (1.844, -1.095, -0.165)  -1.00
C (0.348, -1.503, -0.208)  -0.30
C (-0.205, -1.423, -1.637)  -0.76
C (-1.694, -1.759, -1.631)  -0.36
O (-2.511, -0.614, -1.556)  0.02
C (-3.366, -0.513, -0.424)  -0.84
P (0.168, 1.764, 1.264)  0.60
O (-0.668, 1.520, 2.454)  -0.69
O (0.473, 3.390, 1.254)  -0.56
O (-0.671, 1.580, -0.126)  -0.28
H (2.156, -3.572, 4.035)  0.34
H (3.712, -3.206, 4.716)  0.41
H (2.294, -2.251, 5.214)  0.30
H (3.132, -2.317, 2.337)  0.18
H (4.075, -1.326, 3.524)  0.24
H (2.130, -0.074, 4.062)  0.43
H (4.485, -0.662, 0.114)  0.24
H (5.118, 0.484, 1.021)  0.26
H (3.047, 3.247, 1.896)  0.48
H (4.510, 2.360, 1.927)  0.55
H (4.197, 3.025, 4.107)  0.52
H (3.709, 1.387, 4.252)  0.33
H (2.364, 3.689, 5.042)  0.46
H (1.495, 3.313, 3.587)  0.27
H (0.781, 1.340, 4.521)  0.11
H (0.659, 2.444, 5.672)  0.23
H (2.151, -0.877, -1.183)  0.78
H (2.440, -1.967, 0.116)  0.31
H (-0.303, -0.995, 0.497)  0.12
H (0.289, -2.559, 0.047)  0.51
H (-0.019, -0.453, -2.082)  0.29
H (0.284, -2.224, -2.183)  0.43
H (-1.858, -2.460, -0.814)  0.49
H (-1.973, -2.291, -2.543)  -0.32
H (-4.300, -0.111, -0.794)  0.22
H (-3.604, -1.467, 0.031)  0.37
H (-2.969, 0.208, 0.289)  0.14
H (0.909, 3.591, 0.406)  0.34
H (-0.045, 1.651, -0.869)  0.19
C (-6.499, -2.576, -3.670)  -0.70
S (-6.892, -1.511, -2.281)  0.61
O (-5.898, -1.809, -1.223)  -0.59
C (-8.448, -2.310, -1.847)  -1.08
H (-5.532, -2.263, -4.055)  -0.14
H (-6.455, -3.613, -3.331)  0.47
H (-7.257, -2.455, -4.444)  0.41
H (-8.273, -3.363, -1.626)  0.29
H (-9.150, -2.206, -2.675)  0.37
H (-8.846, -1.811, -0.966)  0.35
C (5.481, 1.097, -4.500)  -0.85
S (6.763, 0.264, -3.553)  0.41
O (6.194, -0.030, -2.218)  -0.51
C (7.823, 1.707, -3.370)  -0.93
H (4.684, 0.379, -4.684)  0.30
H (5.090, 1.936, -3.925)  0.22
H (5.897, 1.438, -5.449)  0.38
H (7.268, 2.506, -2.879)  0.28
H (8.170, 2.029, -4.352)  0.37
H (8.675, 1.420, -2.757)  0.31
C (-3.965, 1.467, -3.097)  -0.36
S (-4.610, 1.370, -4.771)  0.31
O (-5.217, 0.016, -4.908)  -0.49
C (-3.009, 1.310, -5.588)  -0.86
H (-4.811, 1.470, -2.414)  0.33
H (-3.332, 0.600, -2.889)  -0.08
H (-3.398, 2.391, -2.982)  0.43
H (-2.439, 0.461, -5.210)  0.17
H (-2.474, 2.240, -5.400)  0.39
H (-3.180, 1.197, -6.657)  0.34
C (-3.624, -2.623, -6.695)  -0.92
S (-2.751, -3.198, -5.231)  0.87
O (-1.349, -2.726, -5.349)  -0.67
C (-2.759, -4.939, -5.684)  -1.20
H (-3.695, -1.540, -6.636)  0.07
H (-3.069, -2.911, -7.589)  0.46
H (-4.626, -3.051, -6.711)  0.34
H (-2.263, -5.071, -6.646)  0.36
H (-3.788, -5.296, -5.733)  0.34
H (-2.219, -5.486, -4.914)  0.33
C (2.234, 2.268, 8.730)  -0.88
S (0.536, 2.812, 8.532)  0.52
O (0.509, 3.771, 7.398)  -0.61
C (0.449, 3.812, 10.026)  -1.00
H (2.482, 1.664, 7.858)  0.24
H (2.893, 3.136, 8.780)  0.29
H (2.319, 1.668, 9.637)  0.40
H (1.221, 4.582, 9.998)  0.30
H (0.581, 3.172, 10.899)  0.37
H (-0.533, 4.278, 10.059)  0.33

The calculation puts the HOMO-LUMO gap at 6.61 eV. The charge is -1. The molar mass is 883.28 u. As for the lowest unoccupied orbital energy: 1.8 eV. For the HOMO energy, the calculation gives -4.781 eV. The strongest force on any atom comes out at 3.6 eV/A. Its energy relative to the best compared isomer or geometry (same formula, charge and spin) is 1.132 eV.